DFT (wB97M-V/def2-TZVPD) results for a cluster of 5 separate species, C26H56NO10 in total.

Bonds (Å) are listed after each position.
Cartesian coordinates (Å):
1 C 2.837 -1.567 0.622  C2 1.524, H14 1.089, H15 1.089, H16 1.087
2 C 2.299 -0.741 -0.541  C1 1.524, O3 1.430, H17 1.092, H18 1.095
3 O 1.547 0.374 -0.057  C2 1.430, C4 1.411
4 C 1.923 1.619 -0.606  O3 1.411, C5 1.514, H19 1.094, H20 1.099
5 C 1.343 2.717 0.261  C4 1.514, O6 1.421, H21 1.090, H22 1.095
6 O -0.034 2.528 0.552  C5 1.421, C7 1.405
7 C -0.891 2.474 -0.561  O6 1.405, C8 1.509, H23 1.091, H24 1.096
8 C -1.566 1.125 -0.571  C7 1.509, C9 1.401, C13 1.366
9 C -1.977 0.556 0.641  C8 1.401, C10 1.383, H25 1.083
10 C -2.600 -0.678 0.653  C9 1.383, C11 1.373, H26 1.080
11 C -2.802 -1.329 -0.539  C10 1.373, N12 1.337, H27 1.084
12 N -2.375 -0.783 -1.683  C11 1.337, C13 1.356, H28 1.011
13 C -1.760 0.423 -1.728  C8 1.366, N12 1.356, H29 1.080
14 H 2.191 -1.402 1.483  C1 1.089
15 H 2.791 -2.630 0.393  C1 1.089
16 H 3.857 -1.294 0.881  C1 1.087
17 H 3.103 -0.391 -1.190  C2 1.092
18 H 1.631 -1.357 -1.153  C2 1.095
19 H 3.008 1.750 -0.648  C4 1.094
20 H 1.555 1.697 -1.638  C4 1.099
21 H 1.843 2.692 1.230  C5 1.090
22 H 1.538 3.705 -0.170  C5 1.095
23 H -0.388 2.670 -1.508  C7 1.091
24 H -1.658 3.248 -0.444  C7 1.096
25 H -1.759 1.104 1.550  C9 1.083
26 H -2.919 -1.131 1.580  C10 1.080
27 H -3.288 -2.297 -0.569  C11 1.084
28 H -2.530 -1.304 -2.536  N12 1.011
29 H -1.439 0.783 -2.694  C13 1.080
30 C -2.016 -3.795 4.161  O31 1.412, H36 1.091, H37 1.095, H38 1.095
31 O -1.535 -2.989 5.217  C30 1.412, C32 1.421
32 C -0.188 -3.264 5.577  O31 1.421, C33 1.511, H39 1.094, H40 1.093
33 C 0.766 -2.248 4.993  C32 1.511, O34 1.422, H41 1.093, H42 1.094
34 O 0.781 -2.306 3.572  C33 1.422, C35 1.409
35 C 0.001 -1.302 2.964  O34 1.409, H43 1.097, H44 1.095, H45 1.091
36 H -2.960 -3.363 3.827  C30 1.091
37 H -1.315 -3.823 3.320  C30 1.095
38 H -2.205 -4.818 4.503  C30 1.095
39 H 0.093 -4.271 5.256  C32 1.094
40 H -0.124 -3.226 6.668  C32 1.093
41 H 1.778 -2.461 5.345  C33 1.093
42 H 0.496 -1.242 5.329  C33 1.094
43 H 0.514 -0.334 3.021  C35 1.097
44 H -0.989 -1.210 3.424  C35 1.095
45 H -0.115 -1.565 1.912  C35 1.091
46 C 2.896 2.615 -5.212  O47 1.421, H52 1.088, H53 1.091, H54 1.095
47 O 2.732 1.625 -4.206  C46 1.421, C48 1.416
48 C 1.964 0.513 -4.625  O47 1.416, C49 1.514, H55 1.095, H56 1.099
49 C 2.825 -0.675 -4.997  C48 1.514, O50 1.411, H57 1.095, H58 1.095
50 O 3.612 -0.413 -6.137  C49 1.411, C51 1.418
51 C 4.964 -0.095 -5.846  O50 1.418, H59 1.095, H60 1.093, H61 1.088
52 H 3.677 3.293 -4.876  C46 1.088
53 H 3.194 2.172 -6.164  C46 1.091
54 H 1.970 3.183 -5.352  C46 1.095
55 H 1.321 0.785 -5.468  C48 1.095
56 H 1.319 0.225 -3.783  C48 1.099
57 H 2.171 -1.522 -5.234  C49 1.095
58 H 3.454 -0.963 -4.147  C49 1.095
59 H 5.514 -0.990 -5.538  C51 1.095
60 H 5.040 0.663 -5.063  C51 1.093
61 H 5.409 0.292 -6.760  C51 1.088
62 C -3.994 -5.069 -1.548  O63 1.421, H68 1.090, H69 1.091, H70 1.095
63 O -3.123 -4.668 -0.499  C62 1.421, C64 1.427
64 C -3.294 -5.435 0.693  O63 1.427, C65 1.512, H71 1.093, H72 1.095
65 C -2.246 -6.515 0.831  C64 1.512, O66 1.414, H73 1.094, H74 1.095
66 O -2.364 -7.493 -0.183  C65 1.414, C67 1.416
67 C -1.418 -7.360 -1.228  O66 1.416, H75 1.095, H76 1.094, H77 1.088
68 H -3.637 -4.606 -2.468  C62 1.090
69 H -3.990 -6.151 -1.679  C62 1.091
70 H -5.019 -4.735 -1.355  C62 1.095
71 H -4.294 -5.876 0.715  C64 1.093
72 H -3.208 -4.748 1.540  C64 1.095
73 H -2.392 -7.016 1.793  C65 1.094
74 H -1.244 -6.074 0.830  C65 1.095
75 H -0.422 -7.670 -0.894  C67 1.095
76 H -1.367 -6.333 -1.600  C67 1.094
77 H -1.734 -8.015 -2.038  C67 1.088
78 C -1.407 8.721 1.119  O79 1.417, H84 1.089, H85 1.093, H86 1.094
79 O -0.072 8.312 0.876  C78 1.417, C80 1.418
80 C 0.731 8.269 2.044  O79 1.418, C81 1.512, H87 1.094, H88 1.094
81 C 0.898 6.857 2.559  C80 1.512, O82 1.419, H89 1.094, H90 1.096
82 O -0.328 6.299 3.004  C81 1.419, C83 1.413
83 C -0.935 5.445 2.056  O82 1.413, H91 1.094, H92 1.095, H93 1.090
84 H -1.981 8.508 0.218  C78 1.089
85 H -1.848 8.179 1.959  C78 1.093
86 H -1.454 9.795 1.320  C78 1.094
87 H 0.307 8.905 2.826  C80 1.094
88 H 1.716 8.666 1.782  C80 1.094
89 H 1.583 6.866 3.412  C81 1.094
90 H 1.340 6.229 1.777  C81 1.096
91 H -0.397 4.496 1.985  C83 1.094
92 H -0.981 5.911 1.067  C83 1.095
93 H -1.951 5.249 2.399  C83 1.090

Properties
**DFT total energy**: -49823.3473 eV
**Charge**: +1
**Energy above the lowest of the compared OMol25 structures with the same formula, charge and spin**: 0.0 kcal/mol
**HOMO energy**: -10.885 eV
**LUMO energy**: -4.02 eV
**2S+1**: 1

***

DFT (wB97M-V/def2-TZVPD) results for a cluster of 7 separate species, C26H57BClN2O13 in total.

Bonds (Å) are listed after each position.
Cartesian coordinates (Å):
1 C -4.218 2.885 1.587  N2 1.489, H8 1.082, H9 1.073, H10 1.077
2 N -4.651 2.956 0.164  C1 1.489, C3 1.480, B4 1.407
3 C -6.049 3.396 -0.048  N2 1.480, H11 1.076, H12 1.079, H13 1.090
4 B -4.295 1.831 -0.602  N2 1.407, O5 1.341, N6 1.571
5 O -3.154 1.756 -1.301  B4 1.341, H14 0.976
6 N -5.200 0.559 -0.776  B4 1.571, Cl7 1.742, H15 1.023, H16 1.022
7 Cl -5.501 -0.351 0.679  N6 1.742
8 H -3.834 1.908 1.852  C1 1.082
9 H -5.025 3.143 2.245  C1 1.073
10 H -3.408 3.577 1.743  C1 1.077
11 H -6.040 4.405 -0.420  C3 1.076
12 H -6.654 3.335 0.843  C3 1.079
13 H -6.534 2.805 -0.824  C3 1.090
14 H -3.147 2.552 -1.864  O5 0.976
15 H -6.113 0.820 -1.156  N6 1.023
16 H -4.759 -0.082 -1.439  N6 1.022
17 O 3.026 -0.231 -4.182  C18 1.197
18 C 1.853 -0.466 -4.195  O17 1.197, O19 1.350, C22 1.509
19 O 1.007 0.481 -3.735  C18 1.350, C20 1.423
20 C -0.414 0.433 -3.792  O19 1.423, C21 1.510, H23 1.091, H24 1.091
21 C -0.969 -0.291 -2.588  C20 1.510, H25 1.087, H26 1.089, H27 1.088
22 C 1.303 -1.804 -4.623  C18 1.509, H28 1.090, H29 1.086, H30 1.088
23 H -0.774 0.037 -4.743  C20 1.091
24 H -0.717 1.480 -3.756  C20 1.091
25 H -0.681 -1.338 -2.576  C21 1.087
26 H -2.057 -0.233 -2.576  C21 1.089
27 H -0.585 0.157 -1.673  C21 1.088
28 H 1.352 -2.489 -3.778  C22 1.090
29 H 1.930 -2.187 -5.423  C22 1.086
30 H 0.281 -1.769 -4.994  C22 1.088
31 O 3.763 5.788 -1.089  C32 1.198
32 C 3.573 4.616 -0.929  O31 1.198, O33 1.347, C36 1.510
33 O 2.682 3.999 -1.728  C32 1.347, C34 1.428
34 C 2.437 2.592 -1.743  O33 1.428, C35 1.516, H37 1.090, H38 1.085
35 C 1.441 2.201 -0.670  C34 1.516, H39 1.091, H40 1.091, H41 1.092
36 C 4.237 3.843 0.185  C32 1.510, H42 1.089, H43 1.086, H44 1.088
37 H 3.362 2.018 -1.678  C34 1.090
38 H 2.016 2.390 -2.723  C34 1.085
39 H 1.825 2.399 0.332  C35 1.091
40 H 1.206 1.137 -0.744  C35 1.091
41 H 0.518 2.773 -0.781  C35 1.092
42 H 3.663 3.985 1.099  C36 1.089
43 H 5.234 4.248 0.331  C36 1.086
44 H 4.339 2.778 -0.013  C36 1.088
45 O -0.464 -2.211 -0.303  C46 1.205
46 C -0.897 -2.067 0.812  O45 1.205, O47 1.329, C50 1.514
47 O -0.699 -3.023 1.715  C46 1.329, C48 1.441
48 C -1.039 -2.882 3.108  O47 1.441, C49 1.511, H51 1.092, H52 1.084
49 C -2.484 -3.241 3.371  C48 1.511, H53 1.094, H54 1.089, H55 1.089
50 C -1.716 -0.847 1.175  C46 1.514, H56 1.088, H57 1.089, H58 1.088
51 H -0.782 -1.883 3.465  C48 1.092
52 H -0.395 -3.584 3.625  C48 1.084
53 H -3.171 -2.569 2.848  C49 1.094
54 H -2.696 -3.192 4.437  C49 1.089
55 H -2.685 -4.254 3.025  C49 1.089
56 H -2.745 -1.017 0.864  C50 1.088
57 H -1.319 0.005 0.625  C50 1.089
58 H -1.695 -0.589 2.232  C50 1.088
59 O -0.884 -6.252 5.237  C60 1.202
60 C 0.132 -6.514 4.651  O59 1.202, O61 1.343, C64 1.509
61 O 0.410 -5.828 3.531  C60 1.343, C62 1.441
62 C 1.665 -5.895 2.825  O61 1.441, C63 1.516, H65 1.090, H66 1.083
63 C 1.685 -7.068 1.865  C62 1.516, H67 1.091, H68 1.083, H69 1.091
64 C 1.055 -7.619 5.102  C60 1.509, H70 1.089, H71 1.086, H72 1.087
65 H 2.506 -5.900 3.517  C62 1.090
66 H 1.723 -4.968 2.268  C62 1.083
67 H 1.603 -8.021 2.391  C63 1.091
68 H 2.600 -7.072 1.285  C63 1.083
69 H 0.837 -7.003 1.183  C63 1.091
70 H 0.683 -8.564 4.712  C64 1.089
71 H 1.034 -7.655 6.188  C64 1.086
72 H 2.089 -7.487 4.795  C64 1.087
73 O 3.491 -4.996 0.728  C74 1.203
74 C 3.605 -3.947 0.152  O73 1.203, O75 1.341, C78 1.508
75 O 4.771 -3.288 0.213  C74 1.341, C76 1.432
76 C 5.044 -2.128 -0.579  O75 1.432, C77 1.515, H79 1.090, H80 1.088
77 C 4.522 -0.862 0.070  C76 1.515, H81 1.091, H82 1.091, H83 1.090
78 C 2.420 -3.329 -0.547  C74 1.508, H84 1.085, H85 1.086, H86 1.089
79 H 4.668 -2.256 -1.594  C76 1.090
80 H 6.129 -2.087 -0.650  C76 1.088
81 H 3.436 -0.879 0.169  C77 1.091
82 H 4.801 0.008 -0.525  C77 1.091
83 H 4.941 -0.751 1.070  C77 1.090
84 H 1.819 -2.813 0.195  C78 1.085
85 H 1.822 -4.125 -0.980  C78 1.086
86 H 2.676 -2.638 -1.349  C78 1.089
87 O -3.244 4.642 -1.027  C88 1.208
88 C -2.340 5.425 -1.195  O87 1.208, O89 1.336, C92 1.509
89 O -1.127 5.105 -0.735  C88 1.336, C90 1.445
90 C 0.078 5.836 -1.053  O89 1.445, C91 1.512, H93 1.090, H94 1.082
91 C 0.302 7.021 -0.141  C90 1.512, H95 1.091, H96 1.089, H97 1.090
92 C -2.560 6.762 -1.858  C88 1.509, H98 1.089, H99 1.087, H100 1.087
93 H 0.089 6.114 -2.107  C90 1.090
94 H 0.869 5.109 -0.920  C90 1.082
95 H -0.488 7.766 -0.240  C91 1.091
96 H 1.256 7.493 -0.372  C91 1.089
97 H 0.314 6.697 0.900  C91 1.090
98 H -2.919 7.467 -1.110  C92 1.089
99 H -3.323 6.643 -2.622  C92 1.087
100 H -1.674 7.171 -2.337  C92 1.087

Properties
**DFT total energy**: -70677.3816 eV
**Charge**: +1
**Energy above the lowest of the compared OMol25 structures with the same formula, charge and spin**: 0.0 kcal/mol
**HOMO energy**: -11.547 eV
**LUMO energy**: -4.70 eV
**2S+1**: 1

***

Question: Look up the HOMO energy of the second one.
Answer: -11.547 eV

***

Question: What is the HOMO energy in the second record?
Answer: -11.547 eV